ORCA calculation (wB97M-V/def2-TZVPD) on C26H33NP2PdSTe as an isolated structure.

Each line ends with the Löwdin charge.
Cartesian coordinates (Å):
Pd 0.157 0.255 -0.144  0.200
C -0.539 -0.321 3.830  -0.364
Te -1.245 0.758 2.090  1.407
C -0.762 2.465 3.351  -0.362
C -0.756 1.972 4.771  -0.290
C -0.817 2.839 5.853  -0.024
C -0.801 2.336 7.144  -0.049
C -0.699 0.968 7.367  -0.051
C -0.625 0.097 6.296  -0.027
C -0.662 0.595 5.001  -0.289
H 0.512 -0.598 3.692  0.068
H -1.124 -1.231 3.965  0.066
H -1.495 3.256 3.194  0.065
H 0.224 2.862 3.083  0.075
H -0.885 3.902 5.692  0.121
H -0.879 3.009 7.982  0.115
H -0.679 0.583 8.373  0.114
H -0.543 -0.967 6.460  0.120
S 0.014 -4.051 2.735  1.138
C -0.743 -2.945 1.655  -0.446
N -0.032 -1.941 1.251  -0.087
C 1.232 -1.975 1.788  -0.420
C 2.245 -1.033 1.568  -0.068
C 3.443 -1.194 2.231  -0.046
C 3.642 -2.264 3.109  -0.040
C 2.660 -3.212 3.324  -0.050
C 1.453 -3.066 2.653  -0.447
H -1.761 -3.099 1.349  0.096
H 2.084 -0.176 0.881  0.076
H 4.242 -0.487 2.077  0.119
H 4.580 -2.344 3.637  0.122
H 2.817 -4.039 3.997  0.124
C -0.297 2.040 -3.395  -0.224
P -0.609 2.159 -1.587  0.884
C -2.365 1.616 -1.476  -0.282
C -0.616 3.969 -1.407  -0.383
C -1.783 4.695 -1.195  -0.079
C -1.748 6.079 -1.240  -0.048
C -0.548 6.742 -1.459  -0.040
C 0.620 6.016 -1.642  -0.053
C 0.592 4.636 -1.605  -0.102
H 0.693 2.432 -3.620  0.052
H -1.037 2.651 -3.917  0.075
H -0.363 1.009 -3.736  0.023
H -2.975 2.039 -2.276  0.066
H -2.781 1.902 -0.506  0.019
H -2.374 0.520 -1.548  0.027
H -2.719 4.186 -1.024  0.098
H -2.663 6.640 -1.123  0.119
H -0.518 7.822 -1.488  0.121
H 1.554 6.527 -1.823  0.118
H 1.504 4.071 -1.740  0.108
C 1.907 -0.823 -2.958  -0.239
P 0.633 -1.401 -1.776  0.774
C 1.312 -3.041 -1.338  -0.224
C -0.771 -1.905 -2.833  -0.232
H 1.878 -1.449 -3.849  0.063
H 2.889 -0.913 -2.495  0.058
H 1.762 0.215 -3.242  0.018
H 1.606 -3.532 -2.265  0.071
H 0.551 -3.640 -0.845  0.046
H 2.188 -2.951 -0.700  0.053
H -0.391 -2.553 -3.623  0.066
H -1.288 -1.058 -3.278  0.033
H -1.482 -2.465 -2.228  0.054

Properties
2S+1	1
orbital gap (spin up / spin down)	5.738 / 5.737	eV
ΔE to the lowest compared entry with this formula, charge and spin	27.0	kJ/mol
charge	+2

=====

ORCA calculation (wB97M-V/def2-TZVPD) on C6H10NO2 as an isolated structure.

Each line ends with the Löwdin charge.
Cartesian coordinates (Å):
C 1.693 0.547 0.412  -0.367
C -1.702 1.040 -0.413  -0.147
C -0.415 0.767 -1.032  -0.145
C -1.866 -0.289 0.374  -0.106
C 2.161 -0.842 0.260  -0.074
C 0.365 0.003 0.023  -0.161
N -0.514 -0.642 1.004  0.098
O 2.334 1.558 0.374  0.165
O 2.845 -1.169 -0.793  0.101
H -1.563 1.948 0.259  0.155
H -2.678 1.063 -1.019  0.164
H -0.544 -0.034 -1.776  0.146
H 0.145 1.662 -1.248  0.136
H -2.663 -0.476 1.058  0.119
H -2.080 -1.189 -0.303  0.162
H 2.238 -1.710 0.943  0.172
H -0.495 -0.173 1.945  0.209
H -0.536 -1.665 1.189  0.197
H 3.276 -0.399 -1.258  0.177

Properties
2S+1	1
orbital gap	9.463	eV
ΔE to the lowest compared entry with this formula, charge and spin	269.8	kJ/mol
charge	+1

=====

ORCA calculation (wB97M-V/def2-TZVPD) on C3H3LiNdO3 as an isolated structure.

Each line ends with the Mulliken spin population.
Cartesian coordinates (Å):
O 1.721 -0.830 -1.045  -0.002
C 0.763 -0.646 -0.284  0.001
C 1.540 -3.236 -1.065  0.002
O 0.577 0.267 0.520  0.004
O -0.038 -1.792 -0.053  -0.001
C 0.460 -2.995 -0.163  0.002
Li 2.937 0.408 -1.865  0.000
H 2.391 -3.798 -0.677  0.000
H 1.404 -3.107 -2.140  0.000
H 0.284 -3.621 0.714  0.000
Nd -0.531 2.600 1.220  3.993

Properties
<S²>	6.003
2S+1	5
orbital gap (spin up / spin down)	2.910 / 7.841	eV
charge	+4

=====

ORCA calculation (wB97M-V/def2-TZVPD) on a 2-piece molecular cluster, C2H7OS overall.

Each line ends with the Löwdin charge.
Cartesian coordinates (Å):
O -2.556 1.789 0.339  -0.151
H -1.714 1.304 0.147  -0.040
C -0.410 -0.097 -0.901  -0.706
S 0.592 -0.368 0.448  0.510
C 2.201 -1.085 -0.292  -0.439
H -1.364 -0.565 -1.101  -0.085
H -0.103 0.514 -1.756  -0.063
H -3.204 1.283 -0.180  0.011
H 1.949 -1.301 -1.327  -0.007
H 2.905 -0.252 -0.308  -0.012
H 2.488 -1.953 0.299  -0.018

Properties
2S+1	1
orbital gap	5.463	eV
ΔE to the lowest compared entry with this formula, charge and spin	222.6	kJ/mol
charge	-1

=====

ORCA calculation (wB97M-V/def2-TZVPD) on one molecule with the formula C9H5Cl3N2OS.

Each line ends with the Löwdin charge.
Cartesian coordinates (Å):
O -2.189 -2.691 1.087  0.040
Cl 1.628 3.146 -2.325  0.653
Cl 3.721 1.866 2.530  0.714
Cl -2.715 -1.483 -2.626  0.577
N 1.588 -0.194 2.423  -0.246
S 0.395 -1.406 2.241  1.093
C -2.189 -2.000 0.068  -0.484
C -0.167 -0.629 0.742  -0.403
C 2.591 2.385 0.132  -0.101
C 1.615 2.163 -0.866  -0.625
C 2.576 1.590 1.264  -0.589
C 0.699 1.144 -0.784  -0.049
C 1.623 0.581 1.364  -0.438
C 0.661 0.369 0.376  -0.237
N -1.189 -1.042 -0.138  0.073
C -3.195 -2.270 -1.058  -0.423
H 3.253 3.222 0.060  0.102
H -0.010 1.009 -1.591  0.106
H -1.234 -0.554 -1.028  0.061
H -3.305 -3.339 -1.131  0.085
H -4.158 -1.867 -0.739  0.089

Properties
2S+1	1
orbital gap	7.422	eV
ΔE to the lowest compared entry with this formula, charge and spin	0.0	kJ/mol
SMILES string	O=C(CCl)Nc1snc2c(Cl)cc(Cl)cc12
charge	0

=====

ORCA calculation (wB97M-V/def2-TZVPD) on C29H31F2N8O2PZn as an isolated structure.

Each line ends with the Löwdin charge.
Cartesian coordinates (Å):
Zn -0.103 -0.265 -0.134  0.697
C 0.401 -3.394 -0.874  -0.091
N 0.915 -2.462 0.132  -0.064
C 0.645 -2.816 1.520  -0.118
C -0.594 -2.144 2.024  -0.291
N -1.192 -1.148 1.421  0.114
C -2.107 -0.626 2.354  -0.210
C -2.988 0.449 2.268  -0.018
C -3.792 0.692 3.355  -0.066
C -3.753 -0.110 4.502  -0.067
C -2.883 -1.170 4.613  -0.007
C -2.041 -1.381 3.522  -0.185
N -1.073 -2.357 3.274  0.190
C -0.540 -2.702 -1.820  -0.293
N -0.782 -1.422 -1.765  0.101
C -1.698 -1.146 -2.793  -0.197
C -2.312 0.035 -3.174  -0.011
C -3.214 -0.031 -4.214  -0.053
C -3.515 -1.257 -4.846  -0.062
C -2.913 -2.420 -4.480  -0.007
C -2.000 -2.349 -3.438  -0.166
N -1.243 -3.321 -2.789  0.189
H 1.220 -3.840 -1.452  0.139
H -0.097 -4.241 -0.388  0.136
H 1.907 -2.304 0.028  0.101
H 0.580 -3.900 1.678  0.138
H 1.460 -2.436 2.129  0.130
H -3.050 1.042 1.376  0.104
H -4.475 1.528 3.314  0.116
H -4.404 0.154 5.335  0.121
H -2.878 -1.774 5.502  0.117
H -0.873 -3.145 3.863  0.175
H -2.076 0.978 -2.690  0.106
H -3.700 0.865 -4.565  0.111
H -4.234 -1.259 -5.637  0.111
H -3.148 -3.356 -4.962  0.122
H -1.207 -4.300 -3.005  0.175
F -1.418 4.902 -0.454  0.101
C -0.630 3.923 -0.897  -0.268
C -0.747 2.646 -0.363  -0.061
C 0.087 1.619 -0.809  -0.151
C 1.016 1.946 -1.822  -0.158
C 1.094 3.241 -2.322  -0.210
F 2.036 3.511 -3.255  0.091
C 0.279 4.245 -1.878  0.088
C 1.908 0.905 -2.361  -0.156
C 2.065 0.587 -3.704  0.044
C 2.942 -0.414 -4.067  0.009
C 3.633 -1.155 -3.107  -0.014
C 3.461 -0.816 -1.793  -0.041
N 2.635 0.199 -1.472  0.131
H -1.508 2.499 0.400  0.094
H 0.347 5.229 -2.292  0.143
H 1.514 1.154 -4.435  0.140
H 3.108 -0.613 -5.121  0.133
H 4.346 -1.932 -3.359  0.128
H 3.972 -1.293 -0.971  0.141
N 3.553 1.884 0.648  -0.023
C 2.584 2.394 1.627  -0.290
P 1.866 0.966 2.508  0.492
O 2.768 0.468 3.619  -0.335
O 1.343 0.001 1.469  -0.378
C 0.487 1.747 3.548  -0.159
N 0.724 1.211 4.915  0.111
H 4.368 1.524 1.134  0.096
H 3.871 2.627 0.038  0.097
H 2.712 0.602 -0.517  0.102
H 1.758 2.879 1.087  0.085
H 3.014 3.112 2.325  0.101
H -0.531 1.530 3.229  0.084
H 0.647 2.829 3.588  0.109
H 0.780 1.934 5.646  0.172
H 1.670 0.693 4.818  0.110
H 0.001 0.546 5.211  0.155

Properties
2S+1	1
orbital gap	8.104	eV
ΔE to the lowest compared entry with this formula, charge and spin	0.0	kJ/mol
charge	+2

=====

ORCA calculation (wB97M-V/def2-TZVPD) on one molecule with the formula C4H10N2O2.

Each line ends with the Löwdin charge.
Cartesian coordinates (Å):
C 0.905 -0.287 -0.303  -0.413
C 0.726 0.958 -1.169  -0.058
C 0.351 -1.543 -0.969  -0.074
N -1.602 0.936 0.936  0.029
N 0.479 -0.132 1.095  0.092
C -0.443 0.728 1.606  -0.595
O -2.176 -0.141 0.226  -0.026
O -0.217 1.291 2.675  0.043
H -1.692 -0.910 0.584  0.093
H -2.274 1.523 1.422  0.155
H 1.247 -0.197 1.755  0.145
H 1.989 -0.448 -0.219  0.137
H 1.133 1.844 -0.671  0.087
H 1.250 0.838 -2.123  0.082
H -0.326 1.151 -1.399  0.074
H -0.700 -1.441 -1.249  0.067
H 0.445 -2.412 -0.309  0.081
H 0.905 -1.759 -1.889  0.082

Properties
2S+1	1
orbital gap	10.271	eV
ΔE to the lowest compared entry with this formula, charge and spin	261.2	kJ/mol
SMILES string	CC(C)NC(=O)NO
charge	0

=====

ORCA calculation (wB97M-V/def2-TZVPD) on C30H28N3PS2SbV as an isolated structure.

Each line ends with the Mulliken spin population.
Cartesian coordinates (Å):
V -0.263 1.551 -0.179  1.202
C -0.405 3.349 -2.626  0.014
C -0.459 4.201 -1.398  -0.037
C -0.505 5.579 -1.438  0.004
C -0.578 6.303 -0.258  -0.034
C -0.595 5.621 0.946  0.014
C -0.538 4.233 0.953  -0.041
N -0.475 3.538 -0.215  -0.011
Sb -0.502 3.159 2.833  -0.027
C -1.990 1.759 2.151  -0.010
C -3.068 1.440 2.954  -0.003
C -4.123 0.720 2.413  -0.017
C -4.109 0.426 1.066  0.010
C -3.022 0.781 0.285  -0.007
C -3.022 0.522 -1.187  -0.022
N -1.948 1.394 0.845  -0.009
C 1.235 2.022 2.203  -0.013
C 2.259 1.727 3.094  -0.002
C 3.444 1.205 2.609  -0.016
C 3.625 1.101 1.236  0.002
C 2.601 1.444 0.377  0.009
C 2.810 1.498 -1.108  -0.008
N 1.386 1.810 0.874  -0.001
H -0.089 3.921 -3.495  0.000
H -1.385 2.925 -2.852  -0.003
H 0.305 2.517 -2.512  -0.009
H -0.483 6.080 -2.397  0.001
H -0.616 7.385 -0.280  -0.002
H -0.644 6.160 1.883  -0.001
H -3.079 1.750 3.991  0.000
H -4.961 0.421 3.030  -0.001
H -4.938 -0.088 0.598  0.000
H -4.041 0.530 -1.566  -0.002
H -2.588 -0.452 -1.402  0.001
H -2.455 1.287 -1.727  0.011
H 2.121 1.902 4.153  -0.001
H 4.240 0.920 3.287  -0.001
H 4.568 0.767 0.823  0.000
H 3.780 1.084 -1.372  -0.002
H 2.785 2.540 -1.434  0.000
H 2.062 0.931 -1.660  -0.005
S -2.423 -2.535 0.410  0.008
P -0.592 -2.505 -0.252  0.002
S 0.194 -0.641 -0.721  0.000
C 0.603 -3.184 0.925  0.000
C 0.530 -4.555 1.180  0.000
C 1.436 -5.149 2.046  0.000
C 2.416 -4.380 2.663  0.000
C 2.484 -3.016 2.420  0.001
C 1.580 -2.417 1.548  0.014
C -0.352 -3.486 -1.752  0.000
C 0.913 -3.588 -2.333  -0.001
C 1.075 -4.305 -3.506  0.000
C -0.022 -4.925 -4.102  0.000
C -1.275 -4.834 -3.519  0.000
C -1.443 -4.111 -2.342  0.001
H -0.237 -5.154 0.702  0.000
H 1.379 -6.213 2.239  0.000
H 3.127 -4.847 3.333  0.000
H 3.245 -2.417 2.906  0.000
H 1.636 -1.356 1.347  -0.009
H 1.767 -3.113 -1.862  0.001
H 2.055 -4.387 -3.958  0.000
H 0.109 -5.486 -5.019  0.000
H -2.125 -5.327 -3.977  0.000
H -2.416 -4.032 -1.871  0.000

Properties
<S²>	1.125
2S+1	2
orbital gap (spin up / spin down)	6.788 / 6.138	eV
ΔE to the lowest compared entry with this formula, charge and spin	0.0	kJ/mol
charge	+1